No. 1
A 2-piece molecular cluster, C3H8N5 overall. Source: the OMol25 dataset; level of theory: ωB97M-V/def2-TZVPD.

The geometry in ORCA input format:
```
! RIJCOSX wB97M-V def2-TZVPD def2/J DEFGRID3
* xyz 1 1
C 2.8869 0.3987 0.4490
C 1.1521 -1.0935 -0.2505
C -2.3451 1.3645 -0.1159
N 0.0901 -1.3460 -0.6312
N 2.4186 1.2867 -0.2197
N -1.8003 0.3083 0.3543
N 2.2650 -0.8647 0.3582
N -2.3545 -1.0127 -0.1143
H 3.8961 0.3894 0.9471
H -3.3411 1.3801 -0.6716
H -1.9195 2.3050 0.1920
H -1.0521 -1.3545 -0.4746
H 2.8357 2.2332 -0.1059
H 3.0423 -1.5520 0.3805
H -3.0944 -1.0066 -0.8597
H -2.6796 -1.4357 0.7622
*
```

Output
HOMO, eV: -14.593
Lowest unoccupied orbital energy, eV: -3.0

***

No. 2
A single C5H7NO molecule. Source: the OMol25 dataset; level of theory: ωB97M-V/def2-TZVPD.

The geometry in ORCA input format:
```
! RIJCOSX wB97M-V def2-TZVPD def2/J DEFGRID3
* xyz 0 1
C 1.4550 1.7320 0.3578
C 0.5990 0.8284 0.7884
C 0.4153 -0.4712 1.4910
N -0.6039 0.2531 0.6370
C -1.0745 -0.9299 -0.1480
C -0.9576 -0.6209 -1.6242
O -1.8247 -1.7482 0.3132
H 1.1870 2.4371 -0.4116
H 2.4073 1.8607 0.8419
H 1.0835 -1.2594 1.1593
H 0.1501 -0.4793 2.5407
H -1.3379 -1.4602 -2.2023
H -1.5704 0.2496 -1.8516
H 0.0719 -0.3917 -1.8916
*
```

Output
HOMO, eV: -9.142
Structure (SMILES): C=C1CN1C(C)=O
Lowest unoccupied orbital energy, eV: 0.7

***

No. 3
C30H24F3N3O6PS2Tl as an isolated structure. Source: the OMol25 dataset; level of theory: ωB97M-V/def2-TZVPD.

The geometry in ORCA input format:
```
! RIJCOSX wB97M-V def2-TZVPD def2/J DEFGRID3
* xyz -2 1
Tl 1.8438 0.4198 0.2346
O -1.5388 3.4657 2.1086
C -0.3553 2.9180 1.7540
O -0.1746 1.7295 1.7614
C 0.6447 3.9300 1.2854
C 0.4412 5.2880 1.4741
C 1.4293 6.1571 1.0296
C 2.5489 5.6371 0.4126
C 2.6634 4.2525 0.2615
N 1.7273 3.4263 0.7004
C 3.8895 3.6503 -0.4636
O 4.6176 4.4967 -1.0270
O 3.9717 2.4112 -0.4523
H -2.1219 2.7139 2.3306
H -0.4610 5.6413 1.9513
H 1.3128 7.2276 1.1574
H 3.3486 6.2486 0.0208
C 2.1159 -3.6965 0.8408
C 2.5427 -3.4693 -0.5657
N 2.6068 -2.3242 -1.1623
C 3.0461 -2.4333 -2.4606
C 3.3178 -3.7025 -2.8672
S 3.0158 -4.7999 -1.5885
C 3.2036 -1.2170 -3.2739
C 3.6735 -1.1859 -4.5502
S 3.6802 0.4248 -5.1235
C 3.0550 0.9687 -3.5920
N 2.8636 0.0095 -2.7478
C 2.7979 2.4145 -3.3459
H 1.9436 -2.7505 1.3479
H 2.8661 -4.2582 1.3982
H 1.1905 -4.2715 0.8803
H 3.6676 -4.0324 -3.8312
H 4.0001 -2.0117 -5.1600
H 2.4957 2.9149 -4.2666
H 3.6980 2.8865 -2.9483
H 2.0086 2.5149 -2.6025
O -0.2602 -4.7099 3.7148
C -0.3960 -3.5489 3.2822
O 0.2085 -2.5035 3.6128
C -1.4687 -3.3809 2.1730
P -1.2810 -1.8494 1.1519
C -2.5607 -2.2283 -0.1308
C -2.2211 -2.0507 -1.4692
C -3.1281 -2.3513 -2.4806
C -4.3873 -2.8346 -2.1637
C -4.7418 -3.0122 -0.8297
C -3.8358 -2.7091 0.1737
C -2.2258 -0.6461 2.1711
C -1.9511 -0.5409 3.5364
C -2.5991 0.4075 4.3142
C -3.5260 1.2748 3.7461
C -3.7907 1.1889 2.3828
C -3.1433 0.2386 1.6036
H -2.4527 -3.4447 2.6456
H -1.4051 -4.2302 1.4865
H -1.2459 -1.6493 -1.7175
H -2.8476 -2.1954 -3.5151
H -5.0958 -3.0677 -2.9502
H -5.7273 -3.3849 -0.5750
H -4.1211 -2.8380 1.2114
H -1.2011 -1.1978 3.9677
H -2.3715 0.4753 5.3717
H -4.0366 2.0107 4.3577
H -4.5022 1.8650 1.9224
H -3.3402 0.1997 0.5406
F -0.1640 2.5018 -1.5964
C -0.1266 1.1228 -1.3523
F -1.4094 0.8925 -0.8627
F -0.2208 0.6021 -2.6430
*
```

Output
HOMO, eV: -2.225
Lowest unoccupied orbital energy, eV: 3.8

***

No. 4
A 9-piece molecular cluster, C46H58O19 overall. Source: the OMol25 dataset; level of theory: ωB97M-V/def2-TZVPD.

The geometry in ORCA input format:
```
! RIJCOSX wB97M-V def2-TZVPD def2/J DEFGRID3
* xyz 0 1
O 3.9899 -3.3932 -1.1124
C 4.4005 -2.5192 -1.9131
C 5.7899 -2.5637 -2.7024
C 5.7550 -2.0276 -4.0312
C 4.3532 -1.4731 -4.6113
O 4.0212 -1.5979 -5.8256
C 3.3785 -0.7379 -3.5526
C 2.4239 0.4777 -3.9715
C 1.0065 -0.0191 -4.6012
O 0.5285 0.5607 -5.6134
C 0.1518 -1.1938 -3.9615
C 0.1470 -1.2939 -2.4015
C -0.5830 -2.3800 -1.5826
C -1.3770 -3.4615 -2.3615
C -1.4233 -3.3592 -3.9104
C -0.6771 -2.2459 -4.7333
C 3.4505 -1.2708 -2.2233
H 6.7227 -2.9905 -2.2127
H 6.7182 -2.0432 -4.6374
H 2.8914 1.1892 -4.7354
H 2.1329 1.0572 -3.0186
H 0.7540 -0.5133 -1.8113
H -0.4833 -2.3542 -0.4274
H -1.8896 -4.2848 -1.7574
H -2.0067 -4.1289 -4.5101
H -0.7183 -2.1738 -5.8712
H 2.8241 -0.8246 -1.3691
O -0.8965 -1.5128 1.5795
C -1.4499 -0.4712 1.3270
C -2.9133 -0.3086 1.0238
C -2.9600 1.0759 0.4141
C -1.7995 1.7679 1.0889
O -0.8288 0.7388 1.3195
H -3.4791 -0.3619 1.9572
H -3.2555 -1.0687 0.3216
H -3.9118 1.5886 0.5614
H -2.7765 1.0087 -0.6632
H -2.0800 2.2060 2.0515
H -1.3667 2.5471 0.4587
O 8.6160 -2.8513 -4.7976
C 9.6028 -2.7051 -4.1205
C 10.0836 -3.6506 -3.0535
C 11.0822 -2.7980 -2.3003
C 11.5810 -1.8577 -3.3722
O 10.4675 -1.6646 -4.2521
H 10.5592 -4.5118 -3.5286
H 9.2622 -3.9695 -2.4120
H 11.8798 -3.3720 -1.8257
H 10.5653 -2.2304 -1.5199
H 12.4093 -2.2832 -3.9463
H 11.8940 -0.8970 -2.9598
O -3.2257 4.9707 2.7873
C -2.3104 5.1428 3.5550
C -1.2333 6.1822 3.4104
C -0.1855 5.6917 4.3872
C -1.0174 4.9746 5.4245
O -2.1350 4.4394 4.7068
H -1.6363 7.1560 3.6989
H -0.8488 6.2107 2.3911
H 0.4315 6.4887 4.8057
H 0.4783 4.9793 3.8867
H -1.3915 5.6516 6.1983
H -0.4651 4.1633 5.9021
O -4.6466 -3.8010 -1.2259
C -5.0479 -3.8197 -0.0897
C -5.4503 -5.0482 0.6803
C -6.2159 -4.4581 1.8456
C -5.5608 -3.1084 2.0150
O -5.1593 -2.7143 0.6958
H -4.5499 -5.5733 1.0089
H -6.0788 -5.7018 0.0755
H -6.1816 -5.0707 2.7509
H -7.2668 -4.3280 1.5659
H -4.6711 -3.1549 2.6507
H -6.2502 -2.3684 2.4253
O -6.3645 -5.7135 4.5080
C -6.0791 -6.7457 5.0625
C -5.2600 -7.8618 4.4733
C -5.5580 -9.0070 5.4171
C -5.8367 -8.2920 6.7181
O -6.4268 -7.0419 6.3423
H -4.2047 -7.5793 4.4955
H -5.5774 -8.0866 3.4550
H -4.7499 -9.7366 5.4911
H -6.4577 -9.5333 5.0828
H -4.9235 -8.0897 7.2856
H -6.5294 -8.8495 7.3508
O -3.1973 8.8758 2.2481
C -3.1109 8.5112 1.0982
C -4.2331 8.5071 0.0977
C -3.6849 7.6148 -0.9942
C -2.1961 7.8348 -0.8784
O -1.9562 8.0815 0.5132
H -4.3987 9.5280 -0.2556
H -5.1441 8.0959 0.5321
H -4.0776 7.8436 -1.9863
H -3.9242 6.5705 -0.7694
H -1.8591 8.7051 -1.4496
H -1.6278 6.9596 -1.1989
O 4.9864 -9.7286 -1.3838
C 4.4197 -8.6943 -1.6289
C 2.9487 -8.5436 -1.9096
C 2.8813 -7.1597 -2.5199
C 4.0466 -6.4572 -1.8640
O 5.0291 -7.4784 -1.6476
H 2.3985 -8.6006 -0.9674
H 2.6018 -9.3074 -2.6054
H 1.9277 -6.6542 -2.3580
H 3.0483 -7.2264 -3.5998
H 3.7786 -6.0208 -0.8981
H 4.4631 -5.6756 -2.5008
O -2.6144 11.9945 -0.6756
C -1.6390 12.1346 0.0187
C -1.1826 11.1854 1.0914
C -0.1925 12.0302 1.8639
C 0.3310 12.9701 0.8031
O -0.7654 13.1718 -0.0960
H -0.7035 10.3225 0.6233
H -2.0165 10.8705 1.7174
H 0.5932 11.4504 2.3514
H -0.7198 12.5993 2.6362
H 1.1670 12.5407 0.2426
H 0.6424 13.9282 1.2231
*
```

Output
HOMO, eV: -8.607
Structure (SMILES): O=C1C=CC(=O)C(CC(=O)c2ccccc2)=C1.O=C1CCCO1.O=C1CCCO1.O=C1CCCO1.O=C1CCCO1.O=C1CCCO1.O=C1CCCO1.O=C1CCCO1.O=C1CCCO1
Lowest unoccupied orbital energy, eV: -1.0

***

No. 5
A 3-piece molecular cluster, C20H22F3N2O overall. Source: the OMol25 dataset; level of theory: ωB97M-V/def2-TZVPD.

The geometry in ORCA input format:
```
! RIJCOSX wB97M-V def2-TZVPD def2/J DEFGRID3
* xyz 1 1
C -3.0138 1.3766 -3.5378
C -1.6718 1.9373 -4.0600
C -1.4804 2.3395 -5.4649
N -0.2589 2.7831 -5.7982
N 0.8359 2.9246 -5.1111
C 0.7651 2.6140 -3.8148
C 2.0680 2.7669 -2.9695
C 3.0197 1.5691 -3.4114
O 4.3954 1.9248 -3.4056
C 2.7606 0.2547 -2.6330
F 3.3861 -0.7486 -3.3173
F 1.4350 -0.0998 -2.5961
F 3.2053 0.3038 -1.3513
C -0.4869 2.1123 -3.2593
H -3.8799 1.9434 -3.9406
H -3.0876 0.3326 -3.9493
H -2.9969 1.2880 -2.4313
H -2.3098 2.2705 -6.2027
H -0.1738 3.0596 -6.7845
H 1.8483 2.7226 -1.8794
H 2.5523 3.7415 -3.2205
H 2.7687 1.3697 -4.4906
H 4.5042 2.6219 -4.0729
H -0.5045 1.8491 -2.1799
C 1.2195 -2.3986 2.8896
C 1.4835 -3.7147 2.5318
C 1.8595 -4.0193 1.2295
C 1.9806 -3.0058 0.2868
C 1.7200 -1.6890 0.6457
C 1.3354 -1.3857 1.9459
H 0.9232 -2.1617 3.9049
H 1.3954 -4.5042 3.2687
H 2.0591 -5.0465 0.9492
H 2.2786 -3.2428 -0.7281
H 1.8156 -0.9012 -0.0868
H 1.1269 -0.3591 2.2246
C -1.6069 -0.3891 5.2828
C -2.2933 0.3742 6.2189
C -3.4288 -0.1371 6.8345
C -3.8727 -1.4159 6.5208
C -3.1841 -2.1805 5.5875
C -2.0537 -1.6659 4.9652
H -0.7224 0.0114 4.8001
H -1.9433 1.3690 6.4686
H -3.9678 0.4607 7.5598
H -4.7555 -1.8165 7.0046
H -3.5294 -3.1785 5.3443
H -1.5197 -2.2604 4.2330
*
```

Output
HOMO, eV: -10.698
Lowest unoccupied orbital energy, eV: -5.1

***

No. 6
An isolated ion of composition C4H12NS2 and charge +1. Source: the OMol25 dataset; level of theory: ωB97M-V/def2-TZVPD.

The geometry in ORCA input format:
```
! RIJCOSX wB97M-V def2-TZVPD def2/J DEFGRID3
* xyz 1 1
C 2.4062 2.8365 1.2960
S 0.9440 2.3721 0.6124
S 0.3315 0.4851 1.3186
C 0.4752 -0.6731 -0.1042
C -0.7522 -1.3606 -0.2710
C -1.0691 -1.8022 -1.6754
N -1.9438 -0.4622 0.0647
H 2.5310 2.5928 2.4590
H 2.5312 3.9247 1.0855
H 3.2447 2.1997 1.0260
H 1.3500 -1.2406 0.1277
H 0.8408 -0.2253 -0.9685
H -0.9276 -2.2494 0.5767
H -2.1378 -1.8981 -1.8024
H -0.6226 -2.7534 -1.9297
H -0.5237 -1.0762 -2.3951
H -2.3300 0.0411 -0.7177
H -2.6923 -1.1247 0.5846
H -1.6555 0.4139 0.7128
*
```

Output
HOMO, eV: -12.300
Structure (SMILES): CSSC[C@H](C)[NH3+]
Lowest unoccupied orbital energy, eV: -3.4

***

No. 7
A 2-piece molecular cluster, C3H9OPS2 overall. Source: the OMol25 dataset; level of theory: ωB97M-V/def2-TZVPD.

The geometry in ORCA input format:
```
! RIJCOSX wB97M-V def2-TZVPD def2/J DEFGRID3
* xyz 0 1
C -0.9093 1.3700 -2.1813
C 2.3248 -0.3966 0.8044
C -1.4281 -0.8935 1.6094
O 0.1549 -1.0978 -1.2238
P -0.3901 0.2305 -0.8311
S 1.5403 1.2135 1.1040
S -2.1462 0.1877 0.2664
H -1.0299 0.9087 -3.2073
H -1.7186 2.0158 -1.8624
H -0.0750 2.0391 -2.2502
H 3.4279 -0.2615 0.8571
H 2.0553 -0.7165 -0.1780
H 1.9823 -1.1319 1.6115
H -1.4214 -1.9894 1.3267
H -1.9493 -0.9831 2.5550
H -0.4176 -0.4948 1.5994
*
```

Output
HOMO, eV: -8.692
Lowest unoccupied orbital energy, eV: -1.4

***

no.,gap between HOMO and LUMO (eV)
1,11.55
2,9.84
3,5.99
4,7.61
5,5.64
6,8.85
7,7.25